[1]
A single C10H7NO2 molecule at a distorted geometry, computed with ωB97M-V with the def2-TZVPD basis set.

Positions of all 20 atoms, in Å:
1 O -3.1116 -1.6591 -0.0865
2 C -1.9216 -1.6671 -0.1124
3 C -1.1561 -0.4120 -0.0678
4 C -1.8802 0.7916 0.0267
5 O -3.2623 0.9999 0.0651
6 C -1.1858 1.9988 0.0485
7 C 0.2008 2.0516 -0.0674
8 C 0.9534 0.8940 -0.2933
9 N 2.2526 1.0564 -0.2658
10 C 3.0769 0.0155 0.0476
11 C 2.5900 -1.3075 0.1933
12 C 1.1943 -1.4959 -0.0652
13 C 0.2729 -0.3346 -0.2844
14 H -1.3847 -2.6394 -0.0119
15 H -3.7503 0.0837 -0.2298
16 H -1.7748 2.9721 0.4531
17 H 0.6608 3.0284 0.0271
18 H 4.1656 0.1767 0.3079
19 H 3.3117 -2.1325 0.3358
20 H 0.7484 -2.4208 -0.0206

Properties
max |F| = 4.9 eV Å⁻¹
Kohn-Sham gap = 8.24 eV
lowest unoccupied orbital energy = -0.523 eV
SMILES = O=Cc1c(O)ccc2ncccc12
charge = 0
HOMO energy = -8.76 eV


[2]
C14H23BN6Pd as an isolated structure at a distorted geometry, computed with ωB97M-V with the def2-TZVPD basis set.

Positions of all 45 atoms, in Å:
1 H -0.0138 2.5755 1.2912
2 N 0.4278 1.3484 -0.3931
3 B 1.0504 0.4012 -2.6544
4 N 0.9230 1.5827 -1.6535
5 C 1.2468 2.8825 -1.7385
6 Pd -0.2637 -0.6143 0.2758
7 H 1.6978 3.2202 -2.6555
8 C 0.9179 3.4956 -0.5460
9 H 1.0589 4.5276 -0.2781
10 C 0.3796 2.5172 0.2806
11 H 1.4126 0.7490 -3.7286
12 C -1.2693 -2.3824 0.4989
13 H -1.7429 -2.3845 1.4857
14 H -0.5147 -3.1531 0.3254
15 H -1.9492 -2.6591 -0.3067
16 N -0.4182 -0.1376 -2.7235
17 N 1.8549 -0.7565 -2.0176
18 N -1.1078 -0.5201 -1.5397
19 N 1.4666 -1.2467 -0.7707
20 C -1.2658 -0.2273 -3.7519
21 C 3.0661 -1.2598 -2.3216
22 H -0.9531 0.0428 -4.7328
23 H 3.5556 -0.9095 -3.2109
24 C -2.4785 -0.6880 -3.2627
25 C 3.4317 -2.1426 -1.3061
26 C -2.3599 -0.8487 -1.8815
27 C 2.3972 -2.1103 -0.3563
28 H -3.3463 -0.8622 -3.8240
29 H 4.3418 -2.6926 -1.2473
30 H -3.0547 -1.2554 -1.1466
31 H 2.3103 -2.6450 0.5854
32 H 1.0328 0.3268 0.8561
33 C 0.5014 0.6473 3.2918
34 C -0.8703 0.0249 3.1660
35 C -1.8003 0.5443 4.2638
36 C -1.4144 0.2450 1.7521
37 H 0.4309 1.7389 3.2120
38 H 1.1143 0.2648 2.4654
39 H 0.9548 0.3859 4.2560
40 H -0.7664 -1.0671 3.2574
41 H -1.9251 1.6325 4.1954
42 H -2.7927 0.0862 4.2019
43 H -1.3746 0.3200 5.2519
44 H -2.3544 -0.2994 1.6342
45 H -1.5372 1.3027 1.5005

Properties
<S²> = 2.012
max |F| = 3.9 eV Å⁻¹
Kohn-Sham gap (alpha / beta) = 6.64 / 7.76 eV
multiplicity = 3
lowest unoccupied orbital energy (alpha / beta) = 0.774 / -0.870 eV
charge = 0
HOMO energy (alpha / beta) = -5.87 / -8.63 eV


[3]
An isolated ion of composition H4NOP2 and charge -1 at a distorted geometry, computed with ωB97M-V with the def2-TZVPD basis set.

Positions of all 8 atoms, in Å:
1 O 0.8745 0.9324 2.0462
2 P 0.1522 0.8653 0.8067
3 N -0.1120 -0.5997 0.4627
4 P -0.6132 -1.4339 -0.9074
5 H -1.0992 1.3912 0.7928
6 H 0.6887 1.7369 -0.0658
7 H -0.3941 -0.6649 -2.0227
8 H 0.5033 -2.2275 -1.1125

Properties
max |F| = 4.5 eV Å⁻¹
Kohn-Sham gap = 7.82 eV
lowest unoccupied orbital energy = 4.682 eV
SMILES = [O-][PH2]=NP
charge = -1
HOMO energy = -3.14 eV